{
  "formula": "C5H11O3",
  "method": "ωB97M-V with the def2-TZVPD basis set",
  "de_lowest_kj_mol": 70.2,
  "energy_ev": -11507.340,
  "charge": -1,
  "gap_ev": 8.67,
  "elements": ["C", "C", "C", "O", "H", "H", "H", "H", "H", "H", "H", "H", "C", "C", "O", "O", "H", "H", "H"],
  "xyz": [[-1.9318, 0.2634, -0.6325], [-1.1527, 1.2007, 0.3061], [-1.7888, 0.7215, -2.1123], [-1.3647, -1.0087, -0.4802], [-3.0056, 0.1214, -0.3005], [-1.3911, 2.2419, 0.5072], [-1.2850, -0.0621, -2.6519], [-2.8198, 0.7447, -2.4887], [-1.2387, 1.6258, -2.2876], [-0.5513, -1.1101, 0.1278], [-0.1231, 1.1834, -0.0473], [-1.0268, 0.7734, 1.2926], [3.0035, -0.9866, 1.6949], [1.8836, -0.9426, 0.6765], [0.7173, -1.2622, 1.0708], [2.1533, -0.4445, -0.4352], [3.8441, -1.4924, 1.2076], [2.7578, -1.5846, 2.5736], [3.3199, 0.0176, 1.9792]],
  "atomic_forces_ev_per_a": [[0.664, 0.192, 1.065], [0.782, -0.146, 0.400], [-1.534, -1.001, 0.581], [-0.054, -0.983, -0.138], [0.766, 0.672, -0.610], [-0.720, 0.220, -0.650], [0.249, -0.393, -0.099], [0.285, 0.513, -0.454], [0.015, 0.666, 0.182], [-0.258, 0.626, -0.421], [0.190, 0.119, -0.302], [-0.381, -0.445, 0.317], [0.639, -0.971, 0.059], [-1.232, 1.341, -0.461], [0.458, -0.488, 0.290], [0.280, -0.380, 0.136], [0.139, 0.253, 0.074], [-0.191, 0.224, 0.080], [-0.097, -0.020, -0.048]]
}

{
  "formula": "C3H10N2",
  "method": "ωB97M-V with the def2-TZVPD basis set",
  "de_lowest_kj_mol": 107.6,
  "energy_ev": -6252.313,
  "charge": 0,
  "gap_ev": 9.68,
  "elements": ["N", "N", "C", "C", "C", "H", "H", "H", "H", "H", "H", "H", "H", "H", "H"],
  "xyz": [[-0.5720, 2.0455, 0.0128], [-0.1193, -0.8353, 0.7857], [-0.6876, -2.1762, 0.6295], [0.6483, 1.3244, -0.4626], [0.2920, -0.1756, -0.4538], [-0.7758, 1.7820, 0.9781], [-1.2973, 2.1416, -0.7309], [0.6378, -0.7898, 1.4396], [-1.4997, -2.0831, -0.1265], [-0.0023, -2.9742, 0.3731], [-1.1610, -2.5197, 1.5635], [0.9076, 1.7542, -1.4415], [1.4264, 1.3650, 0.2618], [1.1069, -0.7565, -0.8449], [-0.5382, -0.3545, -1.1115]],
  "atomic_forces_ev_per_a": [[1.330, 0.803, -0.685], [-0.295, 1.014, 0.413], [-0.861, 0.787, 0.153], [-3.136, -0.856, 0.866], [0.056, -1.114, -0.993], [-0.806, 0.031, -1.005], [0.693, -0.511, 1.677], [0.261, -0.342, 0.453], [0.590, -0.336, 0.407], [0.456, -0.125, -0.551], [0.095, 0.415, -0.185], [0.273, -0.652, 0.365], [0.916, 1.007, 0.485], [0.878, -0.265, -0.721], [-0.452, 0.141, -0.679]]
}

{
  "formula": "CNO4",
  "method": "ωB97M-V with the def2-TZVPD basis set",
  "de_lowest_kj_mol": 16.0,
  "energy_ev": -10713.359,
  "s2": 2.01,
  "charge": -1,
  "gap_ev": [6.32, 6.63],
  "multiplicity": 3,
  "elements": ["C", "N", "O", "O", "O", "O"],
  "xyz": [[0.9176, -0.0155, -0.0275], [-0.7898, -0.0522, -0.0560], [1.2367, 1.1666, 0.0174], [-1.2642, 1.0696, 0.0200], [1.3731, -1.1100, 0.0184], [-1.4735, -1.0585, 0.0276]],
  "atomic_forces_ev_per_a": [[1.056, 2.700, 0.850], [1.312, -0.529, -0.675], [0.122, -1.150, -0.351], [-1.100, 4.170, 0.209], [-0.110, -1.227, -0.289], [-1.279, -3.964, 0.256]]
}

{
  "formula": "C5H8NO2",
  "method": "ωB97M-V with the def2-TZVPD basis set",
  "de_lowest_kj_mol": 89.5,
  "energy_ev": -10900.354,
  "charge": -1,
  "gap_ev": 7.49,
  "elements": ["O", "C", "O", "C", "C", "C", "C", "N", "H", "H", "H", "H", "H", "H", "H", "H"],
  "xyz": [[0.9034, -0.5075, -2.3014], [1.0617, -0.2826, -1.0862], [1.9472, -0.5687, -0.2677], [-0.1383, 0.6412, -0.4618], [-0.7755, -0.3020, 0.5851], [-0.4988, 0.1375, 2.0393], [-1.2057, -0.3223, 3.0650], [-1.0087, 1.1903, -1.4931], [0.3651, 1.4655, 0.0691], [-0.3206, -1.3136, 0.5414], [-1.8732, -0.4439, 0.5331], [0.4787, 0.5911, 2.1583], [-1.9728, -1.0828, 3.0233], [-0.8362, -0.1875, 4.0865], [-1.7169, 0.5284, -1.7705], [-0.3664, 1.3687, -2.2566]],
  "atomic_forces_ev_per_a": [[0.629, -0.527, -0.055], [-1.338, 1.886, -0.018], [0.371, -0.482, -0.013], [1.074, -1.448, -0.014], [-0.431, 0.295, 1.313], [-0.160, -1.411, -1.188], [0.981, -0.099, 1.079], [-0.049, 0.659, 0.957], [-0.225, -0.159, -0.139], [-0.213, 0.558, -0.275], [0.376, 0.245, -0.457], [-0.219, 0.498, 0.284], [-0.482, 0.302, -0.545], [-0.112, 0.274, -0.232], [0.263, -0.237, -0.300], [-0.464, -0.356, -0.398]]
}

The highest charge belongs to which entry?
C3H10N2